1.
{
  "formula": "C26H33N5O3",
  "method": "wB97M-V/def2-TZVPD",
  "smiles": "CNC(=O)[C@H](Cc1c[nH]c2ccccc12)NC(C)=O.CN(C)CCc1c[nH]c2cccc(O)c12",
  "largest_force_ev_per_a": 1.7,
  "e_above_lowest_kj_mol": 189.14,
  "total_charge": 0,
  "species": ["C", "N", "C", "O", "C", "C", "C", "C", "N", "C", "C", "C", "C", "C", "C", "N", "C", "C", "O", "H", "H", "H", "H", "H", "H", "H", "H", "H", "H", "H", "H", "H", "H", "H", "H", "H", "C", "N", "C", "C", "C", "C", "C", "N", "C", "C", "C", "C", "C", "O", "C", "H", "H", "H", "H", "H", "H", "H", "H", "H", "H", "H", "H", "H", "H", "H", "H"],
  "xyz": [[-4.651, 1.309, -2.948], [-3.515, 0.427, -2.683], [-3.513, -0.769, -2.084], [-2.474, -1.412, -2.071], [-4.788, -1.338, -1.430], [-4.685, -1.360, 0.103], [-4.105, -0.139, 0.753], [-4.583, 1.121, 0.648], [-3.788, 1.983, 1.379], [-2.788, 1.307, 2.044], [-1.798, 1.715, 2.950], [-0.947, 0.749, 3.510], [-1.067, -0.599, 3.125], [-2.055, -0.993, 2.201], [-2.954, -0.054, 1.651], [-5.062, -2.703, -1.896], [-6.283, -3.209, -2.057], [-6.366, -4.653, -2.493], [-7.305, -2.561, -1.878], [-5.474, 0.745, -3.394], [-4.988, 1.781, -2.026], [-4.351, 2.092, -3.647], [-2.611, 0.708, -3.034], [-5.630, -0.701, -1.693], [-4.067, -2.211, 0.394], [-5.682, -1.530, 0.514], [-5.465, 1.401, 0.087], [-3.968, 2.972, 1.463], [-1.717, 2.753, 3.237], [-0.213, 1.036, 4.249], [-0.402, -1.340, 3.547], [-2.140, -2.031, 1.917], [-4.264, -3.292, -2.079], [-5.952, -5.288, -1.712], [-5.806, -4.786, -3.417], [-7.411, -4.910, -2.658], [4.790, 2.574, -3.442], [4.693, 1.288, -2.727], [5.673, 0.281, -3.179], [4.528, 1.416, -1.261], [3.929, 0.151, -0.643], [3.517, 0.417, 0.780], [2.245, 0.761, 1.163], [2.245, 0.913, 2.543], [3.506, 0.652, 3.057], [3.983, 0.656, 4.369], [5.321, 0.326, 4.608], [6.167, 0.001, 3.538], [5.684, 0.004, 2.223], [6.533, -0.320, 1.204], [4.341, 0.333, 1.987], [4.774, 2.415, -4.525], [5.719, 3.088, -3.179], [3.947, 3.222, -3.182], [5.417, -0.714, -2.804], [6.676, 0.540, -2.825], [5.693, 0.229, -4.272], [5.491, 1.640, -0.790], [3.854, 2.254, -1.049], [4.644, -0.675, -0.671], [3.051, -0.146, -1.226], [1.391, 0.882, 0.502], [1.424, 1.137, 3.101], [3.322, 0.904, 5.193], [5.704, 0.321, 5.625], [7.200, -0.256, 3.740], [7.409, -0.513, 1.569]]
}

2.
{
  "formula": "C26H33N5O5",
  "method": "wB97M-V/def2-TZVPD",
  "smiles": "COc1ccc(NC(=O)C[C@H]2C(=O)N(c3ccc(OC)cc3)C(=O)N2CCN2CCN(C)CC2)cc1",
  "largest_force_ev_per_a": 0.8,
  "e_above_lowest_kj_mol": 0.00,
  "total_charge": 0,
  "species": ["C", "O", "C", "C", "C", "C", "N", "C", "O", "C", "C", "C", "O", "N", "C", "C", "C", "C", "O", "C", "C", "C", "C", "O", "N", "C", "C", "N", "C", "C", "N", "C", "C", "C", "C", "C", "H", "H", "H", "H", "H", "H", "H", "H", "H", "H", "H", "H", "H", "H", "H", "H", "H", "H", "H", "H", "H", "H", "H", "H", "H", "H", "H", "H", "H", "H", "H", "H", "H"],
  "xyz": [[-4.889, -4.887, 1.646], [-4.709, -4.414, 0.334], [-3.583, -3.700, 0.050], [-3.464, -3.250, -1.267], [-2.365, -2.520, -1.658], [-1.354, -2.216, -0.745], [-0.271, -1.453, -1.207], [0.720, -0.869, -0.490], [0.900, -1.024, 0.701], [1.604, 0.046, -1.332], [1.021, 1.473, -1.343], [-0.476, 1.424, -1.641], [-0.988, 0.973, -2.639], [-1.102, 1.948, -0.555], [-2.506, 2.029, -0.378], [-3.078, 3.194, 0.108], [-4.447, 3.275, 0.293], [-5.259, 2.189, -0.017], [-6.611, 2.162, 0.123], [-7.261, 3.308, 0.619], [-4.674, 1.020, -0.509], [-3.311, 0.937, -0.684], [-0.174, 2.408, 0.410], [-0.454, 2.966, 1.439], [1.060, 2.130, -0.067], [2.258, 2.560, 0.614], [2.947, 1.449, 1.421], [3.897, 0.685, 0.626], [5.165, 1.370, 0.453], [6.055, 0.568, -0.490], [6.307, -0.743, 0.073], [7.228, -1.512, -0.733], [5.047, -1.434, 0.269], [4.151, -0.628, 1.202], [-1.469, -2.665, 0.564], [-2.575, -3.399, 0.958], [-4.936, -4.065, 2.367], [-4.094, -5.581, 1.936], [-5.842, -5.415, 1.640], [-4.251, -3.485, -1.965], [-2.288, -2.169, -2.677], [-0.355, -1.183, -2.180], [1.665, -0.313, -2.359], [2.599, 0.094, -0.878], [1.549, 2.066, -2.102], [-2.453, 4.037, 0.358], [-4.864, 4.192, 0.678], [-6.921, 3.557, 1.630], [-8.320, 3.057, 0.647], [-7.112, 4.171, -0.038], [-5.311, 0.182, -0.741], [-2.872, 0.026, -1.058], [2.942, 2.979, -0.129], [1.943, 3.350, 1.300], [3.437, 1.900, 2.299], [2.174, 0.765, 1.775], [5.686, 1.490, 1.419], [4.993, 2.362, 0.030], [5.562, 0.496, -1.478], [7.010, 1.083, -0.617], [8.169, -0.971, -0.813], [7.415, -2.467, -0.244], [6.847, -1.706, -1.749], [4.523, -1.596, -0.692], [5.250, -2.409, 0.717], [4.645, -0.542, 2.183], [3.196, -1.142, 1.328], [-0.698, -2.432, 1.278], [-2.633, -3.729, 1.983]]
}

3.
{
  "formula": "C26H33N6O3PSi",
  "method": "wB97M-V/def2-TZVPD",
  "smiles": "C[Si@H](N)P(=O)(O)O.c1ccncc1.c1ccncc1.c1ccncc1.c1ccncc1.c1ccncc1",
  "largest_force_ev_per_a": 2.9,
  "total_charge": 0,
  "e_tot_ha": -2195.72620,
  "species": ["C", "Si", "N", "P", "O", "O", "O", "H", "H", "H", "H", "H", "H", "H", "H", "C", "C", "C", "N", "C", "C", "H", "H", "H", "H", "H", "C", "C", "C", "N", "C", "C", "H", "H", "H", "H", "H", "C", "C", "C", "N", "C", "C", "H", "H", "H", "H", "H", "C", "C", "C", "N", "C", "C", "H", "H", "H", "H", "H", "C", "C", "C", "N", "C", "C", "H", "H", "H", "H", "H"],
  "xyz": [[1.819, 4.237, 0.196], [2.009, 2.367, -0.142], [3.141, 2.135, -1.477], [-0.020, 1.604, -0.645], [-0.099, 0.126, -0.404], [-1.233, 2.375, 0.211], [-0.319, 2.008, -2.247], [0.989, 4.596, -0.434], [1.559, 4.374, 1.252], [2.723, 4.789, -0.074], [2.558, 1.684, 1.033], [3.763, 1.359, -1.289], [3.728, 2.960, -1.524], [-0.873, 3.132, 0.674], [-0.557, 2.937, -2.202], [-0.727, 1.580, -6.902], [-1.775, 0.868, -7.463], [-2.733, 0.334, -6.615], [-2.705, 0.462, -5.286], [-1.684, 1.152, -4.765], [-0.677, 1.727, -5.525], [0.042, 2.013, -7.530], [-1.848, 0.729, -8.533], [-3.572, -0.228, -7.009], [-1.686, 1.236, -3.693], [0.125, 2.275, -5.050], [7.819, 4.057, 1.532], [7.185, 4.745, 2.553], [6.007, 4.223, 3.064], [5.440, 3.094, 2.627], [6.069, 2.448, 1.640], [7.253, 2.883, 1.064], [8.743, 4.430, 1.107], [7.595, 5.665, 2.947], [5.478, 4.725, 3.866], [5.588, 1.536, 1.302], [7.718, 2.316, 0.268], [-4.267, -0.402, 1.337], [-4.836, -1.597, 1.751], [-4.149, -2.773, 1.497], [-2.968, -2.825, 0.871], [-2.440, -1.660, 0.479], [-3.042, -0.432, 0.689], [-4.771, 0.540, 1.518], [-5.790, -1.618, 2.259], [-4.554, -3.728, 1.804], [-1.487, -1.727, -0.027], [-2.564, 0.473, 0.351], [3.167, -3.773, -1.737], [2.179, -3.210, -0.947], [2.392, -1.942, -0.430], [3.503, -1.229, -0.648], [4.443, -1.793, -1.413], [4.326, -3.051, -1.978], [3.037, -4.761, -2.160], [1.261, -3.740, -0.736], [1.646, -1.460, 0.188], [5.334, -1.194, -1.571], [5.121, -3.456, -2.590], [-6.510, -4.478, 6.170], [-5.724, -5.232, 5.315], [-5.843, -5.014, 3.952], [-6.675, -4.121, 3.410], [-7.425, -3.408, 4.254], [-7.381, -3.545, 5.632], [-6.446, -4.617, 7.242], [-5.033, -5.971, 5.695], [-5.245, -5.578, 3.244], [-8.094, -2.693, 3.787], [-8.011, -2.936, 6.266]]
}